{
  "formula": "C23H18AgI2N3S",
  "method": "ωB97M-V with the def2-TZVPD basis set",
  "fmax_ev_per_a": 1.77,
  "e_tot_ev": -59647.8520,
  "homo_lumo_gap_ev": 6.64,
  "lumo_energy_ev": -0.450,
  "spin_multiplicity": 1,
  "elements": ["Ag", "I", "C", "I", "H", "H", "N", "C", "C", "C", "C", "C", "C", "S", "N", "C", "C", "C", "C", "C", "C", "N", "H", "H", "H", "H", "H", "H", "H", "H", "H", "C", "C", "C", "C", "C", "C", "C", "C", "C", "C", "H", "H", "H", "H", "H", "H", "H"],
  "xyz": [[-2.3429, -0.0518, 0.0734], [-5.5875, 1.2182, 0.4390], [-5.8974, -0.6997, 1.3644], [-4.0548, -1.7560, 1.7888], [-6.4769, -1.2863, 0.6430], [-6.3992, -0.5423, 2.3029], [1.7638, -1.3542, 1.9460], [2.2736, -2.1700, 0.9136], [3.5948, -2.0070, 0.4385], [4.1487, -2.9473, -0.4382], [3.3608, -4.0384, -0.8414], [2.0257, -4.1270, -0.4819], [1.5147, -3.2298, 0.4501], [-0.1097, -3.4082, 1.0168], [-0.5286, -1.8216, 1.4904], [0.3904, -1.0216, 1.9185], [-0.0684, 0.2798, 2.4741], [0.6630, 0.8902, 3.4556], [0.1768, 2.0352, 4.0581], [-1.0447, 2.4937, 3.6669], [-1.7090, 1.8236, 2.6467], [-1.2600, 0.7177, 2.0817], [2.3329, -0.5098, 2.0499], [4.2354, -1.2031, 0.7916], [5.1882, -2.8501, -0.7725], [3.7110, -4.7997, -1.5428], [1.3374, -4.9044, -0.8589], [1.5930, 0.4464, 3.7808], [0.7779, 2.4790, 4.8228], [-1.4901, 3.4328, 4.0239], [-2.6776, 2.1707, 2.3223], [2.1809, 0.7044, -3.3536], [1.7684, -0.2183, -2.3851], [0.5267, -0.0581, -1.8093], [-0.3373, 1.0238, -2.1028], [-1.6887, 1.1290, -1.5701], [-2.3701, 2.2556, -1.9432], [-1.8580, 3.2941, -2.8098], [-0.6136, 3.1566, -3.3417], [0.1472, 1.9706, -3.0375], [1.3811, 1.7717, -3.6720], [3.0964, 0.5219, -3.8907], [2.4221, -1.0064, -2.0520], [0.1613, -0.7831, -1.0597], [-3.3884, 2.3822, -1.5694], [-2.4204, 4.1640, -3.0551], [-0.1586, 3.9164, -3.9759], [1.7097, 2.5167, -4.3959]]
}

=====

{
  "formula": "C21H23FN2O4",
  "method": "ωB97M-V with the def2-TZVPD basis set",
  "fmax_ev_per_a": 0.60,
  "e_tot_ev": -36038.5193,
  "smiles": "CN(CC(=O)Nc1cccc(F)c1)C(=O)c1ccc(OC[C@@H]2CCCO2)cc1",
  "homo_lumo_gap_ev": 9.11,
  "lumo_energy_ev": 0.634,
  "spin_multiplicity": 1,
  "elements": ["C", "N", "C", "O", "C", "C", "C", "C", "C", "C", "H", "H", "O", "C", "C", "H", "O", "C", "C", "H", "H", "C", "H", "H", "H", "H", "H", "H", "H", "H", "C", "H", "H", "C", "O", "N", "C", "C", "C", "C", "C", "C", "H", "F", "H", "H", "H", "H", "H", "H", "H"],
  "xyz": [[0.4416, -1.4791, -2.7564], [0.6991, -0.0611, -2.7077], [0.0403, 0.8284, -1.9368], [0.3453, 2.0183, -1.9373], [-1.0642, 0.3224, -1.0743], [-2.3649, 0.7727, -1.2832], [-3.3837, 0.3674, -0.4507], [-3.1251, -0.4809, 0.6298], [-1.8197, -0.9080, 0.8570], [-0.8028, -0.5078, 0.0075], [0.2083, -0.8363, 0.2021], [-1.5805, -1.5462, 1.6926], [-4.1975, -0.8103, 1.3906], [-4.0217, -1.6917, 2.4766], [-5.3937, -1.9857, 3.0750], [-5.9941, -1.0625, 3.0372], [-6.0328, -2.9943, 2.3209], [-7.0587, -3.5060, 3.1384], [-6.4842, -3.5500, 4.5661], [-6.1062, -4.5446, 4.7957], [-7.2410, -3.2902, 5.3029], [-5.3391, -2.5264, 4.5186], [-5.4636, -1.7257, 5.2440], [-4.3790, -3.0102, 4.6970], [-7.9350, -2.8419, 3.1008], [-7.3364, -4.4849, 2.7480], [-3.5763, -2.6370, 2.1429], [-3.3799, -1.2293, 3.2397], [-4.3978, 0.6977, -0.6081], [-2.5694, 1.4386, -2.1077], [1.7839, 0.4178, -3.5494], [1.9162, -0.2707, -4.3846], [1.5219, 1.4122, -3.9232], [3.1028, 0.4993, -2.7631], [4.0053, -0.2894, -2.9335], [3.0875, 1.5269, -1.8802], [4.0650, 1.9032, -0.9619], [3.7603, 2.9484, -0.0884], [4.6871, 3.3763, 0.8414], [5.9328, 2.7754, 0.9225], [6.2153, 1.7412, 0.0496], [5.3117, 1.2890, -0.8927], [5.5719, 0.4802, -1.5543], [7.4246, 1.1455, 0.1181], [6.6711, 3.0940, 1.6402], [4.4396, 4.1856, 1.5112], [2.7892, 3.4175, -0.1472], [2.2160, 2.0593, -1.8340], [1.3024, -2.0325, -2.3731], [0.2664, -1.7852, -3.7904], [-0.4368, -1.7232, -2.1650]]
}